1.
This record from OMol25 describes a single C6H12N2 molecule at a distorted geometry. The level of theory is the ωB97M-V functional and the def2-TZVPD basis.

SMILES = C/C=C/N1NC1(C)C
M = 112.2 g mol⁻¹
gap between HOMO and LUMO = 9.20 eV
relative energy (zero: lowest compared OMol25 entry of this formula, charge and spin) = 53.2 kcal per mole

The geometry in ORCA input format:
```
! wB97M-V def2-TZVPD RIJCOSX def2/J DEFGRID3
* xyz 0 1
N 0.869 0.258 0.401
N 0.728 1.131 -0.755
C 0.602 -1.792 -0.884
C -1.589 1.074 0.132
C 0.134 2.611 1.219
C -0.137 1.425 0.336
C 0.532 -1.080 0.244
C 0.403 -3.271 -0.942
H -1.676 0.142 -0.423
H 0.812 -1.290 -1.814
H 1.231 -3.740 -1.480
H -0.580 3.410 1.029
H -2.088 1.863 -0.434
H -2.081 0.976 1.101
H 0.346 -3.707 0.054
H -0.517 -3.518 -1.477
H 1.544 1.739 -0.815
H 0.061 2.314 2.266
H 0.261 -1.539 1.183
H 1.144 2.995 1.059
*
```

2.
This record from OMol25 describes a molecular structure, C6H12N2 at a distorted geometry. The level of theory is the ωB97M-V functional and the def2-TZVPD basis.

M = 112.2 g mol⁻¹
gap between HOMO and LUMO = 9.53 eV
relative energy (zero: lowest compared OMol25 entry of this formula, charge and spin) = 213.6 kcal per mole

The geometry in ORCA input format:
```
! wB97M-V def2-TZVPD RIJCOSX def2/J DEFGRID3
* xyz 0 1
N -0.641 1.031 -1.711
N 1.008 -0.861 -0.526
C -0.378 0.711 1.273
C 1.368 -0.919 0.976
C -1.392 0.023 0.595
C -1.811 0.618 -0.660
C 2.521 -1.233 -0.047
C 0.994 0.469 1.354
H 2.585 -2.484 -0.151
H 0.997 0.204 -0.889
H -1.579 1.666 -2.332
H 3.492 -0.459 -0.068
H -0.640 1.968 1.436
H -2.703 -0.083 -1.138
H 1.669 0.996 1.947
H -2.452 1.586 -0.368
H -1.098 -0.975 0.109
H -2.515 -0.309 0.964
H 0.759 -1.880 1.413
H -0.185 -0.072 -2.176
*
```

3.
This record from OMol25 describes a single C6H12N2 molecule at a distorted geometry. The level of theory is the ωB97M-V functional and the def2-TZVPD basis.

M = 112.2 g mol⁻¹
gap between HOMO and LUMO = 7.68 eV
relative energy (zero: lowest compared OMol25 entry of this formula, charge and spin) = 83.9 kcal per mole

The geometry in ORCA input format:
```
! wB97M-V def2-TZVPD RIJCOSX def2/J DEFGRID3
* xyz 0 1
N -0.046 0.941 0.838
N -1.225 0.488 0.078
C 1.174 0.980 -1.306
C -1.217 -0.661 0.807
C 1.043 1.132 0.030
C -0.329 -1.787 0.401
C 2.403 1.355 -2.073
C -2.265 -0.893 1.841
H -0.911 -2.512 -0.184
H 0.344 0.561 -1.863
H -3.218 -0.443 1.542
H -2.427 -1.949 2.051
H 2.837 0.492 -2.590
H 1.899 1.460 0.617
H 0.502 -1.446 -0.213
H -2.006 1.113 0.249
H 0.053 -2.313 1.279
H 2.175 2.098 -2.847
H -1.958 -0.393 2.767
H 3.172 1.777 -1.423
*
```

4.
This record from OMol25 describes 3 unconnected molecules or ions with the total composition C6H12N2 at a distorted geometry. The level of theory is the ωB97M-V functional and the def2-TZVPD basis.

M = 112.2 g mol⁻¹
gap between HOMO and LUMO = 8.99 eV
relative energy (zero: lowest compared OMol25 entry of this formula, charge and spin) = 254.7 kcal per mole

The geometry in ORCA input format:
```
! wB97M-V def2-TZVPD RIJCOSX def2/J DEFGRID3
* xyz 0 1
N 1.807 1.287 -0.669
N -2.389 0.035 0.140
C -0.160 -0.158 -0.887
C -1.650 -0.878 -0.770
C 0.007 0.005 0.654
C 1.278 -0.020 0.010
C -1.278 0.771 0.985
C 2.194 -1.114 0.424
H -2.143 -0.897 -1.634
H -1.081 1.811 0.839
H -1.608 -1.972 -0.242
H -0.135 -1.132 0.827
H 0.785 1.500 -1.658
H -1.735 0.752 2.032
H 2.596 -1.649 -0.572
H 1.710 -1.877 1.005
H -0.117 0.988 -1.307
H 3.108 -0.491 1.042
H 1.762 2.354 0.401
H -2.951 0.684 -0.621
*
```

5.
This record from OMol25 describes 2 unconnected molecules or ions with the total composition C6H12N2 at a distorted geometry. The level of theory is the ωB97M-V functional and the def2-TZVPD basis.

SMILES = Cc1c[nH]cn1.CC
M = 112.2 g mol⁻¹
gap between HOMO and LUMO = 9.21 eV
relative energy (zero: lowest compared OMol25 entry of this formula, charge and spin) = 10.1 kcal per mole

The geometry in ORCA input format:
```
! wB97M-V def2-TZVPD RIJCOSX def2/J DEFGRID3
* xyz 0 1
N -1.033 1.317 2.070
N -0.658 1.003 -0.046
C -1.649 0.183 1.700
C 2.877 -0.156 -2.073
C -1.413 -0.051 0.331
C 1.551 -0.868 -1.935
C -0.433 1.822 0.990
C -2.430 -0.715 2.587
H 0.735 -0.207 -2.252
H 3.716 -0.797 -1.793
H -2.501 -0.238 3.579
H -0.337 1.111 -0.999
H 1.362 -1.767 -2.520
H 3.070 0.128 -3.112
H 1.336 -1.145 -0.900
H -3.482 -0.638 2.302
H -1.773 -0.836 -0.303
H 2.968 0.755 -1.489
H -1.975 -1.668 2.824
H 0.071 2.765 1.040
*
```

6.
This record from OMol25 describes a single C6H12N2 molecule at a distorted geometry. The level of theory is the ωB97M-V functional and the def2-TZVPD basis.

SMILES = CC(C)/C=C\C=N\N
M = 112.2 g mol⁻¹
gap between HOMO and LUMO = 8.49 eV
relative energy (zero: lowest compared OMol25 entry of this formula, charge and spin) = 146.4 kcal per mole

The geometry in ORCA input format:
```
! wB97M-V def2-TZVPD RIJCOSX def2/J DEFGRID3
* xyz 0 1
N 1.043 -0.345 0.884
N 1.897 -0.156 2.001
C -0.543 -1.838 0.206
C -0.939 -1.049 -0.881
C -1.426 1.248 0.002
C 0.706 1.109 -1.542
C -0.533 0.427 -1.019
C 0.575 -1.526 0.969
H 0.728 -2.133 1.981
H 0.453 2.073 -2.130
H -0.719 1.778 0.987
H 2.477 0.569 1.762
H -1.124 -2.834 0.354
H -1.825 -1.408 -1.453
H 2.316 -1.001 2.407
H 1.378 1.313 -0.578
H -2.306 0.355 0.211
H 1.014 0.267 -2.078
H -1.232 0.847 -1.660
H -1.939 2.302 -0.423
*
```

7.
This record from OMol25 describes 2 unconnected molecules or ions with the total composition C6H12N2 at a distorted geometry. The level of theory is the ωB97M-V functional and the def2-TZVPD basis.

SMILES = Cc1c[nH]cn1.CC
M = 112.2 g mol⁻¹
gap between HOMO and LUMO = 9.15 eV
relative energy (zero: lowest compared OMol25 entry of this formula, charge and spin) = 53.5 kcal per mole

The geometry in ORCA input format:
```
! wB97M-V def2-TZVPD RIJCOSX def2/J DEFGRID3
* xyz 0 1
N 1.122 0.386 -1.975
N -1.050 -0.450 -2.224
C 0.258 1.157 -1.173
C -2.210 1.192 -0.508
C 0.269 -0.657 -2.527
C 0.612 -0.610 1.440
C -1.105 0.684 -1.343
C 1.169 -1.212 2.685
H 0.613 -2.211 2.681
H -1.957 1.842 0.274
H 0.582 -1.291 0.571
H 1.084 -0.698 3.636
H -0.469 -0.310 1.617
H 1.950 0.695 -2.087
H -2.993 1.665 -1.171
H 2.348 -1.335 2.697
H -2.742 0.437 0.106
H 0.547 1.912 -0.607
H 1.271 0.237 0.968
H 0.702 -1.434 -3.060
*
```

8.
This record from OMol25 describes a molecular structure, C6H12N2 at a distorted geometry. The level of theory is the ωB97M-V functional and the def2-TZVPD basis.

M = 112.2 g mol⁻¹
gap between HOMO and LUMO = 9.64 eV
relative energy (zero: lowest compared OMol25 entry of this formula, charge and spin) = 167.3 kcal per mole

The geometry in ORCA input format:
```
! wB97M-V def2-TZVPD RIJCOSX def2/J DEFGRID3
* xyz 0 1
N 0.999 1.107 -1.298
N -1.148 -0.933 -0.824
C -1.029 0.890 0.582
C 0.206 -0.876 -0.040
C -2.022 -0.102 -0.080
C 1.694 -1.184 -0.273
C 0.424 0.613 0.025
C 1.570 0.218 0.823
H 1.354 2.230 -1.111
H -1.111 1.058 1.807
H 0.217 1.069 -2.029
H 1.838 -2.103 0.280
H -1.337 1.969 0.302
H 1.808 -1.105 -1.312
H -2.857 0.337 -0.721
H -2.770 -0.521 0.771
H 1.114 -0.348 1.966
H 0.044 -0.977 1.043
H 2.737 0.561 0.870
H -1.731 -1.905 -0.780
*
```

> Which value of relative energy (zero: lowest compared OMol25 entry of this formula, charge and spin) does entry 7 give?

53.5 kcal per mole

> What is the M in the second record?

112.2 g mol⁻¹